Record 1
Entry from OMol25: a molecular structure, C8H10N2SeY in a non-equilibrium geometry (ωB97M-V/def2-TZVPD).

Computed properties:
HOMO-LUMO gap (spin up / spin down) = 0.157 / 0.157 Ha
Multiplicity = 1
HOMO (spin up / spin down) = -2.22 / -2.23 eV
M = 302.0 g/mol
Charge = -1

Each line ends with the Löwdin charge.
Atoms and positions in Å:
C -0.482 0.824 -1.744  -0.26
C 0.922 0.989 -1.531  -0.23
C 1.103 1.876 -0.434  -0.19
C -0.176 2.258 0.046  -0.19
C -1.160 1.599 -0.752  -0.30
Y -0.378 -0.361 0.385  1.10
N -2.888 -0.385 -0.009  -0.37
C 0.329 -2.304 -0.408  -0.24
C 1.627 -2.055 -0.695  -0.06
H 2.065 2.295 -0.100  0.09
H 1.713 0.577 -2.173  0.09
H -0.388 2.984 0.844  0.11
H -2.249 1.650 -0.614  0.05
H -0.964 0.202 -2.508  0.10
H 1.947 -1.630 -1.671  0.07
H -0.153 -2.307 0.648  0.06
H -3.152 -1.404 -0.041  -0.30
H 2.355 -2.530 -0.024  0.07
H -0.363 -2.275 -1.294  0.09
Se 0.073 0.457 5.517  0.44
C 0.107 -0.058 3.850  -1.01
N 0.115 -0.401 2.707  -0.10

Record 2
Entry from OMol25: a gas-phase ion, C8H10N3O (charge +1) in a non-equilibrium geometry (ωB97M-V/def2-TZVPD).

Computed properties:
HOMO-LUMO gap (spin up / spin down) = 0.192 / 0.248 Ha
Expectation value of S² = 2.0111
Relative energy (zero: lowest compared OMol25 entry of this formula, charge and spin) = 2.777 eV
Multiplicity = 3
HOMO (spin up / spin down) = -8.45 / -12.83 eV
M = 164.2 g/mol
Charge = +1

Each line ends with the Löwdin charge.
Atoms and positions in Å:
C -2.111 2.507 -0.644  -0.08
C -2.390 1.249 -0.342  -0.10
C -0.775 2.864 -0.878  -0.02
C -1.452 0.228 -0.243  -0.02
C 0.167 1.810 -0.872  0.00
C -0.135 0.509 -0.611  -0.23
C 1.134 -1.976 1.086  -0.40
C 0.871 -0.537 -0.593  -0.16
N 2.207 -0.118 0.368  0.15
N 0.525 -1.782 -0.048  0.17
N 1.130 -3.054 1.858  0.24
O 2.047 -1.086 1.383  0.05
H -2.968 3.297 -0.641  0.16
H -3.389 0.964 -0.159  0.11
H -0.411 3.800 -1.183  0.10
H -1.736 -0.793 -0.236  0.09
H 1.207 2.084 -0.812  0.12
H 1.337 -0.575 -1.668  0.20
H 3.116 -0.330 0.082  0.10
H -0.351 -2.265 -0.316  0.20
H 0.284 -3.747 1.791  0.21
H 1.692 -3.047 2.678  0.13

Record 3
Entry from OMol25: C8H10N3O10P in the gas phase in a non-equilibrium geometry (ωB97M-V/def2-TZVPD).

Computed properties:
HOMO-LUMO gap = 0.332 Ha
Structure (SMILES) = O=c1[nH]c(=O)n([C@H]2C[C@H](O)[C@@H](OP(=O)(O)O)O2)cc1[N+](=O)[O-]
Multiplicity = 1
HOMO = -10.39 eV
M = 339.2 g/mol
Charge = 0

Each line ends with the Löwdin charge.
Atoms and positions in Å:
O -1.324 -4.897 1.399  0.07
O -2.409 -2.417 -2.137  0.07
O -0.346 -3.550 3.591  0.08
O 2.933 3.823 -0.301  -0.28
O 0.848 -1.745 3.002  0.06
O 0.651 0.117 -1.395  0.02
O -0.963 3.124 -1.468  -0.01
O 1.853 3.451 1.654  -0.12
O 3.865 1.778 1.060  -0.04
O 1.867 1.401 -0.123  -0.10
C -1.155 -3.811 0.812  -0.32
C -1.732 -2.473 -1.112  -0.44
C -0.331 -1.546 0.656  0.12
C -0.502 -2.631 1.432  -0.06
N -1.725 -3.715 -0.496  0.20
N -1.058 -1.355 -0.591  0.09
N 0.011 -2.627 2.764  -0.29
C -1.545 0.954 -1.054  -0.05
C 0.839 1.545 -1.060  -0.23
C -0.719 -0.189 -1.461  -0.29
C -0.584 2.048 -0.684  -0.30
P 2.669 2.595 0.523  0.37
H -0.834 4.051 -1.130  0.15
H 2.505 4.171 1.608  0.07
H 4.071 1.134 0.380  0.10
H 0.083 -0.669 1.092  0.13
H -2.233 -4.520 -0.925  0.20
H -2.128 0.640 -0.187  0.14
H -2.218 1.152 -1.921  0.16
H 1.166 2.238 -1.835  0.17
H -1.028 -0.361 -2.500  0.17
H -0.527 2.283 0.406  0.17

Look up the charge of the second one.
+1

charge of number 1 (C8H10N2SeY)?
-1